[1]
C22H49GdN2P3S2 as an isolated structure in a non-equilibrium geometry. Source: the OMol25 dataset; level of theory: wB97M-V/def2-TZVPD.

Last column: Löwdin spin population.
Geometry (Å):
1 Gd -0.5128 -0.0182 -0.6695  6.8181
2 P 1.8295 0.8260 0.6567  0.0469
3 P -2.1835 2.1701 -0.1337  0.0585
4 P 0.7108 1.5247 -2.8122  0.0165
5 H 0.3493 -5.1048 0.3057  0.0000
6 C 1.1363 -4.7315 -0.3682  0.0001
7 C 1.9964 -3.7896 0.0468  0.0001
8 H 1.8969 -3.2921 1.0181  0.0000
9 C 2.3276 0.1098 2.2674  0.0094
10 C 1.6620 2.5977 1.0826  0.0136
11 C 3.4306 0.7744 -0.2309  0.0109
12 C -3.7876 1.6130 -0.8426  0.0067
13 C -2.7002 2.5368 1.5829  0.0109
14 C -1.9706 3.8388 -0.8349  0.0146
15 C 2.0540 0.7068 -3.7648  0.0029
16 C 1.4195 3.2013 -2.5808  0.0075
17 C -0.4542 1.8078 -4.2014  0.0032
18 H 1.2461 -5.2567 -1.3312  0.0000
19 H 2.7874 -3.4334 -0.6162  0.0000
20 H 2.3254 -0.9871 2.1901  0.0004
21 H 1.6206 0.3964 3.0589  -0.0001
22 H 3.3371 0.4453 2.5514  0.0020
23 H 0.8311 2.7354 1.7829  0.0002
24 H 1.4552 3.2090 0.2001  0.0004
25 H 2.5846 2.9510 1.5583  0.0033
26 H 3.6670 -0.2719 -0.4626  0.0001
27 H 4.2168 1.1819 0.4198  0.0026
28 H 3.4028 1.3352 -1.1716  0.0001
29 H -4.5838 2.3539 -0.6773  0.0016
30 H -4.0671 0.6563 -0.3751  0.0002
31 H -3.6506 1.4506 -1.9220  0.0003
32 H -3.5681 3.2086 1.5622  0.0025
33 H -1.8724 3.0124 2.1276  0.0000
34 H -2.9581 1.6045 2.1010  0.0001
35 H -2.8566 4.4651 -0.6621  0.0033
36 H -1.7768 3.7629 -1.9137  0.0001
37 H -1.0924 4.3064 -0.3646  0.0000
38 H 1.9726 0.9943 -4.8230  0.0006
39 H 1.9635 -0.3840 -3.6961  0.0003
40 H 3.0415 1.0016 -3.3885  0.0000
41 H 1.6210 3.6586 -3.5607  0.0015
42 H 2.3566 3.1523 -2.0143  0.0000
43 H 0.7168 3.8388 -2.0347  0.0000
44 H 0.1273 2.1649 -5.0647  0.0007
45 H -1.2184 2.5519 -3.9431  0.0000
46 H -0.9473 0.8646 -4.4652  0.0001
47 C -0.6142 -2.5107 -4.0515  -0.0053
48 C -1.6917 -2.1880 -4.9059  -0.0004
49 C -1.8475 -2.8778 -6.1140  -0.0001
50 C -0.9681 -3.9038 -6.4745  -0.0002
51 C 0.1123 -4.2080 -5.6430  -0.0002
52 C 0.2974 -3.5241 -4.4378  -0.0008
53 S -0.3437 -1.6377 -2.5745  -0.0268
54 H -1.6165 -1.2416 -1.9329  -0.0060
55 H -2.3716 -1.3920 -4.5980  0.0000
56 H -2.6735 -2.6240 -6.7890  0.0000
57 H -1.1453 -4.4539 -7.4045  0.0000
58 H 0.8246 -4.9803 -5.9318  0.0000
59 H 1.1406 -3.7419 -3.7867  0.0000
60 C -0.2071 1.8889 5.7546  0.0000
61 C -1.0787 0.8147 5.1368  0.0002
62 N -0.5561 0.5078 3.7737  0.0022
63 C -0.8409 -0.7239 3.2246  0.0005
64 S -1.6087 -0.8851 1.6870  -0.0042
65 N -0.5519 -1.8212 3.9323  0.0006
66 C 0.5203 -1.8887 4.9617  -0.0001
67 C 0.0431 -2.6591 6.1910  0.0000
68 H 0.8439 1.5657 5.8061  0.0000
69 H -0.5465 2.1051 6.7734  0.0000
70 H -0.2544 2.8188 5.1749  0.0000
71 H -1.0796 -0.1045 5.7320  0.0000
72 H -2.1230 1.1621 5.0462  0.0001
73 H -0.7754 1.2660 3.1175  0.0002
74 H -0.7757 -2.7029 3.4606  -0.0001
75 H 1.4111 -2.3745 4.5189  0.0001
76 H 0.8099 -0.8658 5.2320  0.0000
77 H -0.0838 -3.7252 5.9669  0.0000
78 H 0.7740 -2.5695 7.0054  0.0000
79 H -0.9090 -2.2643 6.5616  0.0000

Forces on atoms 1 to 6 (eV/Å):
0.9 1.4 2.1
1.5 0.5 0.9
-1.7 1.1 0.3
0.6 0.8 -1.1
0.4 0.2 -0.5
0.3 0.0 0.5

## Properties
**2S+1**: 8
**Energy above the lowest of the compared OMol25 structures with the same formula, charge and spin**: 25.0 kJ/mol
**<S²>**: 16.06
**HOMO-LUMO gap (spin up / spin down)**: 7.2 / 5.0 eV
**Net charge**: +3
**E_HOMO (spin up / spin down)**: -16.72 / -16.75 eV


[2]
C19H16BrF2N2OPS as an isolated structure in a non-equilibrium geometry. Source: the OMol25 dataset; level of theory: wB97M-V/def2-TZVPD.

Last column: Mulliken charge in e.
Geometry (Å):
1 C 2.4813 0.9873 0.9702  -1.3444
2 C 2.6553 -0.2086 0.0174  1.0120
3 C 3.8786 -0.7948 -0.0386  -0.9371
4 C 4.0793 -1.9119 -0.9526  0.5367
5 P 5.8096 -2.6019 -0.9570  0.1890
6 O 5.7384 -4.0367 -0.1239  -0.4801
7 Br 6.1202 -3.0674 -3.1540  -0.2477
8 C 3.0791 -2.3757 -1.7464  -0.7408
9 C 1.8018 -1.7540 -1.6986  0.2802
10 N 0.6875 -2.0174 -2.4071  -0.6058
11 S -0.4373 -0.9884 -1.9279  0.2141
12 N 0.3337 -0.1107 -0.7806  -0.6249
13 C 1.5573 -0.6450 -0.7930  0.6201
14 H 2.6982 1.8799 0.3616  0.3037
15 H 3.2314 0.9350 1.7716  0.3699
16 H 1.4582 1.0074 1.3618  0.3939
17 H 4.7019 -0.4221 0.5730  0.3491
18 H 5.2219 -3.9096 0.6860  0.3401
19 H 3.2463 -3.2097 -2.4310  0.3638
20 F 1.3326 3.9078 1.3304  -0.3248
21 C 0.7781 3.9465 2.5560  0.3196
22 C 1.5720 3.7143 3.6622  -0.2159
23 C 0.9998 3.7588 4.9257  -0.3474
24 C -0.3561 4.0238 5.0658  -0.4814
25 C -1.1406 4.2501 3.9426  -0.3402
26 C -0.5706 4.2169 2.6779  -0.5116
27 H 2.6253 3.5018 3.5314  0.4138
28 H 1.6121 3.5861 5.8013  0.3554
29 H -0.8012 4.0539 6.0522  0.3675
30 H -2.1982 4.4527 4.0513  0.3552
31 H -1.1637 4.3989 1.7911  0.4130
32 F -7.2526 -3.0671 -1.6138  -0.3136
33 C -6.1699 -2.5570 -2.2284  0.3411
34 C -5.0060 -3.2996 -2.2704  -0.3822
35 C -3.8910 -2.7748 -2.9087  -0.3696
36 C -3.9523 -1.5138 -3.4856  -0.4991
37 C -5.1287 -0.7782 -3.4311  -0.3912
38 C -6.2485 -1.3037 -2.8028  -0.3884
39 H -4.9773 -4.2775 -1.8074  0.4071
40 H -2.9744 -3.3492 -2.9554  0.3822
41 H -3.0805 -1.1035 -3.9800  0.4572
42 H -5.1743 0.2064 -3.8782  0.3616
43 H -7.1769 -0.7494 -2.7570  0.4000

Forces on atoms 1 to 6 (eV/Å):
0.2 -0.6 -1.0
0.0 1.4 1.6
-0.3 -1.1 -1.1
0.5 -0.1 0.4
0.6 1.0 0.4
-0.4 0.3 -0.7

## Properties
**HOMO-LUMO gap**: 8.0 eV
**Net charge**: 0
**E_HOMO**: -8.92 eV